[1]
Computed, not measured: a structure of composition C18H24ClIN3O3Re, with ωB97M-V/def2-TZVPD.

Properties
Relative energy (zero: lowest compared OMol25 entry of this formula, charge and spin) (kJ/mol): 11.4
<S²>: 3.785
Gap between HOMO and LUMO (alpha / beta) (eV): 8.1 / 7.0
E_HOMO (alpha / beta) (eV): -10.94 / -11.01

```
! wB97M-V def2-TZVPD RIJCOSX def2/J DEFGRID3
* xyz 1 4
Re -0.0338 -0.3460 -0.2485
N 1.8452 -0.9596 1.0227
C 2.6319 -1.9732 0.2918
C 1.6807 -3.0409 -0.1770
N 0.6198 -2.4380 -1.0070
C -0.2946 -3.4950 -1.5098
C -1.4828 -2.9462 -2.2527
N -2.3454 -2.2200 -1.3138
H 2.3915 -0.1236 1.2089
H 1.5605 -1.3306 1.9251
H 3.4182 -2.4090 0.9079
H 3.1046 -1.4919 -0.5614
H 1.2135 -3.5379 0.6783
H 2.2225 -3.8026 -0.7411
H 1.0970 -2.0411 -1.8385
H -0.6232 -4.1014 -0.6603
H 0.2737 -4.1539 -2.1706
H -2.0043 -3.7658 -2.7518
H -1.1418 -2.2538 -3.0210
H -2.7910 -2.8822 -0.6850
H -3.0992 -1.7531 -1.8053
I -1.5325 -1.2592 1.8688
C -1.3398 0.5503 2.8819
C -1.8662 0.6434 4.1303
C -1.7779 1.8914 4.7906
C -1.1895 2.9453 4.1608
C -0.6496 2.8277 2.8540
C -0.0589 3.9453 2.2168
C 0.4472 3.8273 0.9605
C 0.4040 2.5869 0.2821
C -0.1481 1.4547 0.8447
C -0.7019 1.5878 2.1642
H -2.3444 -0.1994 4.6125
H -2.1878 1.9977 5.7863
H -1.1259 3.9073 4.6550
H -0.0235 4.8891 2.7472
H 0.8944 4.6823 0.4688
H 0.8299 2.5416 -0.7096
C -2.5157 1.3721 -1.4644
C -1.3171 0.4940 -1.6910
O -0.9669 0.1453 -2.8035
H -2.8232 1.8448 -2.3966
H -2.3138 2.1168 -0.6962
H -3.3324 0.7393 -1.1004
Cl 2.5828 2.8333 -2.6954
C 2.8569 1.1456 -3.1633
C 1.9958 0.1118 -2.4758
O 1.9602 -1.0005 -2.9701
O 1.4119 0.4854 -1.3614
H 3.8978 0.9053 -2.9562
H 2.6913 1.0529 -4.2313
*
```

The net atomic charges from Löwdin, expressed in e, are:
1. Re 1.35
2. N -0.07
3. C -0.21
4. C -0.20
5. N -0.16
6. C -0.19
7. C -0.25
8. N -0.03
9. H 0.11
10. H 0.07
11. H 0.13
12. H 0.11
13. H 0.12
14. H 0.14
15. H 0.07
16. H 0.12
17. H 0.13
18. H 0.12
19. H 0.11
20. H 0.07
21. H 0.08
22. I 1.20
23. C -0.60
24. C -0.14
25. C -0.06
26. C -0.01
27. C -0.16
28. C -0.02
29. C -0.05
30. C -0.11
31. C -0.29
32. C -0.25
33. H 0.10
34. H 0.12
35. H 0.12
36. H 0.12
37. H 0.12
38. H 0.04
39. C -0.05
40. C -0.53
41. O 0.00
42. H 0.09
43. H 0.07
44. H 0.08
45. Cl 0.63
46. C -0.46
47. C -0.63
48. O 0.06
49. O -0.25
50. H 0.09
51. H 0.09

=====

[2]
Computed, not measured: an isolated molecule of C22H28N4O2, with ωB97M-V/def2-TZVPD.

Properties
SMILES string: Cn1c(C(=O)NCCN2CCCCCC2)cc2c(=O)n(C)c3ccccc3c21
Relative energy (zero: lowest compared OMol25 entry of this formula, charge and spin) (kJ/mol): 43.1
Gap between HOMO and LUMO (eV): 8.5
E_HOMO (eV): -7.96

```
! wB97M-V def2-TZVPD RIJCOSX def2/J DEFGRID3
* xyz 0 1
C -2.5018 -2.5634 -0.1630
N -2.5864 -1.1329 -0.3014
C -1.5076 -0.3195 -0.5768
C -0.1303 -0.8051 -0.7824
O 0.1716 -1.9673 -1.0148
N 0.8033 0.1739 -0.7204
C 2.2124 -0.0940 -0.8680
C 2.9415 -0.0080 0.4823
N 4.3751 0.0807 0.3096
C 4.9420 -1.1712 -0.1580
C 6.4621 -1.1320 -0.3312
C 6.9837 0.2044 -0.8621
C 7.2931 1.1968 0.2574
C 6.0470 1.7520 0.9398
C 5.0832 0.6701 1.4362
C -1.9483 0.9866 -0.6507
C -3.3292 0.9652 -0.4088
C -4.2522 2.0705 -0.3920
O -3.9438 3.2354 -0.5804
N -5.5683 1.7015 -0.1402
C -6.5343 2.7813 -0.1358
C -5.9798 0.4059 0.1070
C -7.3299 0.1467 0.3715
C -7.7792 -1.1282 0.6365
C -6.8894 -2.1913 0.6505
C -5.5567 -1.9661 0.3889
C -5.0691 -0.6853 0.1063
C -3.7016 -0.3639 -0.1845
H -2.7455 -2.8670 0.8573
H -1.4830 -2.8708 -0.3935
H -3.1771 -3.0516 -0.8670
H 0.5295 1.1033 -0.4490
H 2.6546 0.6317 -1.5562
H 2.2907 -1.0955 -1.2931
H 2.6412 -0.8698 1.1065
H 2.6043 0.9053 0.9813
H 4.4886 -1.3805 -1.1299
H 4.6808 -2.0072 0.5186
H 6.7287 -1.9324 -1.0245
H 6.9585 -1.3544 0.6154
H 6.2506 0.6360 -1.5436
H 7.9040 0.0254 -1.4231
H 7.8634 2.0334 -0.1537
H 7.9258 0.7050 1.0011
H 5.5008 2.3826 0.2364
H 6.3532 2.3725 1.7852
H 4.3615 1.1407 2.1097
H 5.6244 -0.0845 2.0210
H -1.3878 1.8697 -0.8822
H -7.0083 2.8791 0.8419
H -5.9802 3.6939 -0.3556
H -7.2929 2.6294 -0.9048
H -8.0459 0.9506 0.3739
H -8.8271 -1.2930 0.8368
H -7.2358 -3.1906 0.8650
H -4.8842 -2.8039 0.4106
*
```

The net atomic charges from Löwdin, expressed in e, are:
1. C -0.01
2. N -0.01
3. C -0.11
4. C -0.41
5. O 0.04
6. N 0.07
7. C -0.16
8. C -0.18
9. N -0.19
10. C -0.20
11. C -0.18
12. C -0.20
13. C -0.22
14. C -0.19
15. C -0.19
16. C 0.06
17. C -0.07
18. C -0.38
19. O 0.06
20. N -0.01
21. C -0.03
22. C -0.13
23. C -0.02
24. C -0.08
25. C -0.09
26. C -0.03
27. C -0.06
28. C -0.10
29. H 0.10
30. H 0.08
31. H 0.10
32. H 0.13
33. H 0.13
34. H 0.11
35. H 0.13
36. H 0.12
37. H 0.11
38. H 0.13
39. H 0.11
40. H 0.10
41. H 0.11
42. H 0.10
43. H 0.11
44. H 0.11
45. H 0.11
46. H 0.11
47. H 0.11
48. H 0.12
49. H 0.12
50. H 0.10
51. H 0.09
52. H 0.10
53. H 0.10
54. H 0.11
55. H 0.10
56. H 0.08

=====

[3]
Computed, not measured: an isolated molecule of C4H7NO2, with ωB97M-V/def2-TZVPD.

Properties
SMILES string: O=CN1CC(O)C1
Relative energy (zero: lowest compared OMol25 entry of this formula, charge and spin) (kJ/mol): 164.2
Gap between HOMO and LUMO (eV): 10.4
E_HOMO (eV): -9.68

```
! wB97M-V def2-TZVPD RIJCOSX def2/J DEFGRID3
* xyz 0 1
O 2.5054 1.3227 -0.4201
C 2.0961 0.2210 -0.1228
N 0.8802 -0.0322 0.4502
C 0.0106 -1.1286 -0.0149
C -1.2028 -0.2058 0.1857
O -1.9918 -0.1435 -0.9712
C -0.2062 0.9545 0.4356
H 2.6808 -0.7083 -0.2721
H 0.0591 -2.0524 0.5688
H 0.1508 -1.3458 -1.0796
H -1.7950 -0.4621 1.0735
H -2.7525 0.4229 -0.7947
H -0.3095 1.5119 1.3728
H -0.1252 1.6458 -0.4112
*
```

The net atomic charges from Löwdin, expressed in e, are:
1. O 0.04
2. C -0.33
3. N -0.08
4. C -0.08
5. C -0.34
6. O -0.01
7. C -0.07
8. H 0.14
9. H 0.12
10. H 0.13
11. H 0.15
12. H 0.10
13. H 0.12
14. H 0.13

=====

Q: What is the relative energy (zero: lowest compared OMol25 entry of this formula, charge and spin) in the second record?
A: 43.1 kJ/mol

=====

Repeat the second record exactly.
Computed, not measured: an isolated molecule of C22H28N4O2, with ωB97M-V/def2-TZVPD.

Properties
SMILES string: Cn1c(C(=O)NCCN2CCCCCC2)cc2c(=O)n(C)c3ccccc3c21
Relative energy (zero: lowest compared OMol25 entry of this formula, charge and spin) (kJ/mol): 43.1
Gap between HOMO and LUMO (eV): 8.5
E_HOMO (eV): -7.96

```
! wB97M-V def2-TZVPD RIJCOSX def2/J DEFGRID3
* xyz 0 1
C -2.5018 -2.5634 -0.1630
N -2.5864 -1.1329 -0.3014
C -1.5076 -0.3195 -0.5768
C -0.1303 -0.8051 -0.7824
O 0.1716 -1.9673 -1.0148
N 0.8033 0.1739 -0.7204
C 2.2124 -0.0940 -0.8680
C 2.9415 -0.0080 0.4823
N 4.3751 0.0807 0.3096
C 4.9420 -1.1712 -0.1580
C 6.4621 -1.1320 -0.3312
C 6.9837 0.2044 -0.8621
C 7.2931 1.1968 0.2574
C 6.0470 1.7520 0.9398
C 5.0832 0.6701 1.4362
C -1.9483 0.9866 -0.6507
C -3.3292 0.9652 -0.4088
C -4.2522 2.0705 -0.3920
O -3.9438 3.2354 -0.5804
N -5.5683 1.7015 -0.1402
C -6.5343 2.7813 -0.1358
C -5.9798 0.4059 0.1070
C -7.3299 0.1467 0.3715
C -7.7792 -1.1282 0.6365
C -6.8894 -2.1913 0.6505
C -5.5567 -1.9661 0.3889
C -5.0691 -0.6853 0.1063
C -3.7016 -0.3639 -0.1845
H -2.7455 -2.8670 0.8573
H -1.4830 -2.8708 -0.3935
H -3.1771 -3.0516 -0.8670
H 0.5295 1.1033 -0.4490
H 2.6546 0.6317 -1.5562
H 2.2907 -1.0955 -1.2931
H 2.6412 -0.8698 1.1065
H 2.6043 0.9053 0.9813
H 4.4886 -1.3805 -1.1299
H 4.6808 -2.0072 0.5186
H 6.7287 -1.9324 -1.0245
H 6.9585 -1.3544 0.6154
H 6.2506 0.6360 -1.5436
H 7.9040 0.0254 -1.4231
H 7.8634 2.0334 -0.1537
H 7.9258 0.7050 1.0011
H 5.5008 2.3826 0.2364
H 6.3532 2.3725 1.7852
H 4.3615 1.1407 2.1097
H 5.6244 -0.0845 2.0210
H -1.3878 1.8697 -0.8822
H -7.0083 2.8791 0.8419
H -5.9802 3.6939 -0.3556
H -7.2929 2.6294 -0.9048
H -8.0459 0.9506 0.3739
H -8.8271 -1.2930 0.8368
H -7.2358 -3.1906 0.8650
H -4.8842 -2.8039 0.4106
*
```

The net atomic charges from Löwdin, expressed in e, are:
1. C -0.01
2. N -0.01
3. C -0.11
4. C -0.41
5. O 0.04
6. N 0.07
7. C -0.16
8. C -0.18
9. N -0.19
10. C -0.20
11. C -0.18
12. C -0.20
13. C -0.22
14. C -0.19
15. C -0.19
16. C 0.06
17. C -0.07
18. C -0.38
19. O 0.06
20. N -0.01
21. C -0.03
22. C -0.13
23. C -0.02
24. C -0.08
25. C -0.09
26. C -0.03
27. C -0.06
28. C -0.10
29. H 0.10
30. H 0.08
31. H 0.10
32. H 0.13
33. H 0.13
34. H 0.11
35. H 0.13
36. H 0.12
37. H 0.11
38. H 0.13
39. H 0.11
40. H 0.10
41. H 0.11
42. H 0.10
43. H 0.11
44. H 0.11
45. H 0.11
46. H 0.11
47. H 0.11
48. H 0.12
49. H 0.12
50. H 0.10
51. H 0.09
52. H 0.10
53. H 0.10
54. H 0.11
55. H 0.10
56. H 0.08

=====

Please write out number 3 again, unchanged.
Computed, not measured: an isolated molecule of C4H7NO2, with ωB97M-V/def2-TZVPD.

Properties
SMILES string: O=CN1CC(O)C1
Relative energy (zero: lowest compared OMol25 entry of this formula, charge and spin) (kJ/mol): 164.2
Gap between HOMO and LUMO (eV): 10.4
E_HOMO (eV): -9.68

```
! wB97M-V def2-TZVPD RIJCOSX def2/J DEFGRID3
* xyz 0 1
O 2.5054 1.3227 -0.4201
C 2.0961 0.2210 -0.1228
N 0.8802 -0.0322 0.4502
C 0.0106 -1.1286 -0.0149
C -1.2028 -0.2058 0.1857
O -1.9918 -0.1435 -0.9712
C -0.2062 0.9545 0.4356
H 2.6808 -0.7083 -0.2721
H 0.0591 -2.0524 0.5688
H 0.1508 -1.3458 -1.0796
H -1.7950 -0.4621 1.0735
H -2.7525 0.4229 -0.7947
H -0.3095 1.5119 1.3728
H -0.1252 1.6458 -0.4112
*
```

The net atomic charges from Löwdin, expressed in e, are:
1. O 0.04
2. C -0.33
3. N -0.08
4. C -0.08
5. C -0.34
6. O -0.01
7. C -0.07
8. H 0.14
9. H 0.12
10. H 0.13
11. H 0.15
12. H 0.10
13. H 0.12
14. H 0.13

=====

Q: Among the records above, which one has the highest relative energy (zero: lowest compared OMol25 entry of this formula, charge and spin)?
A: C4H7NO2